[1]
Computed, not measured: one molecule with the formula C4H8O2 at a distorted geometry, with ωB97M-V/def2-TZVPD.

CARTESIAN COORDINATES (ANGSTROEM)
C 1.624 -0.406 -0.872
O 0.334 0.129 -1.111
C -0.665 -0.445 -0.308
C -0.422 -0.316 1.141
C -1.492 0.612 0.331
O -1.252 1.936 0.015
H 1.634 -1.496 -0.959
H 1.986 -0.149 0.126
H 2.301 0.018 -1.614
H -1.079 -1.362 -0.718
H 0.434 0.205 1.520
H -0.860 -1.078 1.792
H -2.090 0.413 1.197
H -0.454 1.938 -0.541

The value obtained for the HOMO-LUMO gap is 0.345 Ha. Its net charge is 0. The calculation puts the energy above the lowest of the compared OMol25 structures with the same formula, charge and spin at 357.8 kJ/mol. The structure (SMILES) is CO[C@H]1C[C@H]1O.



[2]
Computed, not measured: a 2-piece molecular cluster, C5H11O3 overall at a distorted geometry, with ωB97M-V/def2-TZVPD.

CARTESIAN COORDINATES (ANGSTROEM)
C -0.763 -0.744 -0.310
C -2.257 -0.479 -0.119
C -0.557 -2.278 -0.031
O -0.491 -0.577 -1.686
H -0.118 -0.122 0.325
H -2.370 0.558 -0.470
H -1.251 -2.909 -0.600
H 0.400 -2.551 -0.479
H -0.607 -2.593 1.011
H 0.296 0.001 -1.693
H -2.642 -0.750 0.858
H -2.813 -1.009 -0.897
C 1.926 1.708 1.276
C 1.868 2.148 -0.261
O 2.299 3.257 -0.595
O 1.474 1.194 -0.992
H 2.048 0.648 1.327
H 0.944 2.087 1.592
H 2.613 2.411 1.746

The value obtained for the HOMO-LUMO gap is 0.297 Ha. Its net charge is -1. The calculation puts the energy above the lowest of the compared OMol25 structures with the same formula, charge and spin at 73.4 kJ/mol.



[3]
Computed, not measured: a 18-piece molecular cluster, C39H58FN19O2P overall at a distorted geometry, with ωB97M-V/def2-TZVPD.

CARTESIAN COORDINATES (ANGSTROEM)
N 3.700 0.013 2.947
P 3.250 -0.104 1.480
O 3.704 1.195 0.619
O 3.892 -1.402 0.768
C 1.412 -0.240 1.259
C 0.712 -1.455 1.009
C -0.681 -1.424 0.836
C -1.339 -0.216 0.891
N -0.655 0.916 1.149
C 0.668 0.928 1.326
F 1.227 2.094 1.564
H 4.196 0.900 3.032
H 3.243 1.189 -0.236
H 3.408 -1.640 -0.045
H 1.226 -2.404 0.935
H -1.264 -2.311 0.633
H -2.412 -0.148 0.729
H -1.166 1.793 1.209
C 6.339 -2.455 2.791
C 7.093 -3.691 2.576
N 7.682 -4.661 2.404
H 5.799 -2.509 3.735
H 7.019 -1.606 2.820
H 5.627 -2.313 1.984
C -3.761 -3.906 2.483
C -3.617 -2.895 1.439
N -3.508 -2.101 0.614
H -4.627 -3.761 3.088
H -3.847 -4.880 1.985
H -2.877 -3.913 3.117
C 2.321 -5.038 3.598
C 1.165 -4.335 3.053
N 0.251 -3.782 2.624
H 2.599 -5.858 2.947
H 3.163 -4.351 3.683
H 2.080 -5.432 4.584
C -5.822 0.343 3.928
C -5.094 -0.892 3.644
N -4.527 -1.868 3.425
H -5.286 0.929 4.673
H -5.923 0.929 3.015
H -6.814 0.112 4.312
C 1.453 -9.352 1.787
C 2.226 -8.571 2.753
N 2.830 -7.958 3.514
H 1.055 -8.696 1.014
H 2.091 -10.103 1.325
H 0.626 -9.848 2.292
C 4.963 3.530 -1.570
C 4.629 3.725 -2.979
N 4.321 3.888 -4.071
H 4.972 2.466 -1.339
H 5.944 3.947 -1.352
H 4.220 4.026 -0.947
C 0.791 4.113 -4.951
C -0.438 4.798 -5.345
N -1.417 5.322 -5.638
H 1.041 3.343 -5.680
H 1.607 4.822 -4.892
H 0.653 3.652 -3.976
C -4.818 4.462 -4.674
C -5.400 3.560 -3.680
N -5.856 2.850 -2.900
H -5.508 4.595 -5.505
H -4.616 5.430 -4.219
H -3.887 4.043 -5.050
C -2.152 4.389 -8.901
C -2.615 4.552 -10.285
N -2.980 4.696 -11.364
H -1.077 4.554 -8.850
H -2.652 5.110 -8.258
H -2.374 3.385 -8.550
C -5.402 0.826 -8.454
C -4.520 1.540 -7.523
N -3.816 2.095 -6.804
H -5.916 1.538 -9.097
H -4.816 0.149 -9.071
H -6.140 0.254 -7.894
C 11.281 -4.415 2.133
C 11.970 -3.234 1.612
N 12.508 -2.307 1.200
H 11.644 -5.309 1.629
H 11.465 -4.509 3.202
H 10.209 -4.322 1.965
C -6.195 4.281 6.111
C -6.323 2.989 6.784
N -6.423 1.976 7.320
H -7.179 4.724 5.972
H -5.585 4.950 6.717
H -5.724 4.148 5.139
C -5.929 2.474 11.081
C -5.507 3.747 10.498
N -5.178 4.744 10.033
H -5.747 2.482 12.154
H -6.991 2.320 10.900
H -5.368 1.658 10.629
C -0.633 -2.962 6.480
C 0.052 -4.235 6.257
N 0.590 -5.234 6.082
H -0.070 -2.360 7.191
H -0.716 -2.421 5.539
H -1.629 -3.144 6.877
C 1.900 8.321 -4.077
C 1.840 7.018 -3.416
N 1.793 5.991 -2.903
H 0.904 8.758 -4.119
H 2.559 8.986 -3.522
H 2.282 8.204 -5.090
C -0.923 -0.269 -8.484
C -1.741 0.591 -9.339
N -2.370 1.267 -10.022
H -0.946 0.102 -7.461
H -1.311 -1.286 -8.504
H 0.105 -0.273 -8.841
C 2.627 -4.649 -1.373
C 2.345 -3.244 -1.666
N 2.121 -2.140 -1.905
H 3.699 -4.831 -1.435
H 2.281 -4.893 -0.369
H 2.114 -5.284 -2.092

The value obtained for the HOMO-LUMO gap is 0.297 Ha. Its net charge is +1.



Number 1: energy -8369.5730 eV. Number 2: energy -11507.3064 eV. Number 3: energy -85786.4752 eV.